84
Properties=species:S:1:pos:R:3:forces:R:3:lowdin_charge:R:1 method="wB97M-V/def2-TZVPD" lumo_ha="-0.28751 / -0.39663" homo_lumo_gap_ha="0.325 / 0.216" relative_energy_kj_mol=90.4 spin_multiplicity=5 total_charge=+3
C -0.674878 0.134499 6.275360 0.0 0.0 0.0 -0.065
C -2.150092 2.987043 1.119844 0.0 0.0 0.0 -0.070
C 1.208129 5.148970 0.413010 0.0 0.0 0.0 -0.037
H -2.265645 2.334375 -2.245239 0.0 0.0 0.0 0.075
C 0.585845 3.672284 -1.433167 -0.1 0.0 -0.1 -0.435
H 3.736525 -3.096820 0.140260 0.0 0.0 0.0 0.128
C -5.452547 -0.947357 -0.189514 0.0 0.0 0.0 -0.047
N 3.010195 0.911505 0.445517 0.0 0.0 0.1 0.003
O 7.358435 -1.193119 -0.354596 0.0 0.0 0.0 -0.035
H -4.872270 -0.079150 -3.437312 0.0 0.0 0.0 0.076
C -2.913212 1.567587 -2.664915 0.1 0.0 0.1 -0.051
O -1.551020 1.681145 0.995223 0.0 -0.2 0.0 -0.236
C 0.497542 -3.247849 1.043351 0.0 0.0 0.0 0.026
H -1.912303 1.109484 1.683539 -0.1 0.0 -0.1 0.080
H -2.349218 -3.037384 -4.266735 0.0 0.0 0.0 0.124
H 2.056503 -5.547917 1.668886 0.0 0.0 0.0 0.151
C 4.794174 -0.605197 0.042805 0.0 0.0 0.0 0.088
C 2.084238 -5.164985 0.640851 0.0 0.0 0.0 -0.193
H 7.371979 0.632625 -1.352799 0.0 0.0 0.0 0.149
H -4.061248 -2.638666 -4.252680 0.0 0.0 0.0 0.124
C 0.259499 -1.896366 1.110924 0.0 0.1 0.0 -0.110
H 3.595399 -6.256563 0.044507 0.0 0.0 0.0 0.118
H -2.571448 -4.331319 -2.163336 0.0 0.0 0.0 0.120
H -0.719549 -1.506216 1.355467 0.1 0.0 0.0 0.088
H 0.499649 1.921707 5.818428 0.0 0.0 0.0 0.137
C 0.486555 0.856485 5.579060 0.0 0.0 0.0 -0.176
H -6.164189 -1.744798 -0.408932 0.0 0.0 0.0 0.102
O 3.348228 -5.325687 0.053035 0.0 0.0 0.0 -0.031
O 0.224800 3.214682 -2.474507 0.0 0.0 0.0 0.125
H -6.085271 -1.234310 -2.843544 0.0 0.0 0.0 0.104
O 1.283482 3.119435 1.872494 0.0 0.0 0.1 -0.009
H 1.451904 0.445256 5.880866 0.0 0.0 0.0 0.137
H 1.747628 5.443216 -1.704107 0.0 0.0 0.0 0.142
N 1.223976 -0.996488 0.851914 -0.3 -0.1 -0.1 -0.062
H 7.745652 0.720846 0.372005 0.0 0.0 0.0 0.147
C 3.464436 -0.343352 0.310854 0.0 0.0 0.0 -0.177
H -6.181379 0.469729 -2.385670 0.0 0.0 0.0 0.109
H -2.848846 -1.320938 -4.267603 0.0 0.0 0.0 0.090
H -1.951955 3.419777 2.099868 0.0 0.0 0.0 0.100
H 5.163878 -1.613696 -0.057961 0.0 0.0 0.0 0.126
O -2.439472 -1.263401 -0.165926 -0.1 0.0 0.0 -0.255
H 1.295284 -5.679107 0.080875 0.0 0.0 0.0 0.141
H -0.564868 0.256145 7.350068 0.0 0.0 0.0 0.093
H 3.469279 2.924656 0.476609 0.0 0.0 0.0 0.108
H 8.283249 -1.383494 -0.543913 0.0 0.0 0.0 0.117
H -3.269358 -3.510246 -0.737570 0.0 0.0 0.0 0.088
C 0.903944 5.125865 -1.091972 0.0 0.0 0.0 -0.036
C 2.751853 -2.755437 0.418799 0.0 0.0 0.0 0.087
H -1.634220 0.556373 5.981730 0.0 0.0 0.0 0.085
C 5.691590 0.449862 -0.081946 0.0 0.0 0.0 -0.127
N -3.057541 -2.333407 -2.450136 0.0 -0.1 0.0 -0.126
C -3.316561 -3.609792 -1.816895 0.0 0.0 0.0 -0.027
H -3.905316 1.677307 -2.236988 0.0 0.0 0.0 0.077
H -0.303077 -3.940204 1.268694 0.0 0.0 0.0 0.136
C 0.415022 0.747488 4.125929 0.0 -0.1 0.1 -0.097
C 5.205591 1.742556 0.078722 0.0 0.0 0.0 0.039
H -4.784325 -1.261853 0.606649 0.0 0.0 0.0 0.078
H 2.198623 5.530486 0.663652 0.0 0.0 0.0 0.143
C 1.110124 3.698204 0.767203 0.0 0.1 -0.1 -0.538
N 0.785028 2.913920 -0.252170 0.0 -0.1 0.1 0.001
H -2.966372 1.715430 -3.743703 0.0 0.0 0.0 0.106
H -0.371587 0.403767 -1.647609 0.0 0.0 0.0 0.046
C 7.140565 0.194674 -0.374399 0.0 0.0 0.0 -0.189
Pt 0.796567 1.099131 0.855801 0.4 0.3 0.1 1.477
H -0.667880 -0.930060 6.049559 0.0 0.0 0.0 0.086
H 5.859744 2.601888 0.009972 0.0 0.0 0.0 0.141
P -3.073266 -0.876176 -1.434116 0.0 0.1 0.0 0.532
H -0.648540 -0.942723 -2.776237 0.0 0.0 0.0 0.088
H 0.492123 5.724959 1.000642 0.0 0.0 0.0 0.143
C -3.078607 -2.312608 -3.892648 0.0 0.0 0.0 -0.035
C -0.911580 0.091638 -2.548338 0.0 0.0 0.0 -0.070
N -4.682370 -0.614621 -1.395697 0.0 0.0 0.0 -0.264
H -0.589403 0.728550 -3.368720 0.0 0.0 0.0 0.099
C 1.769221 -3.699062 0.693895 0.0 0.0 0.0 -0.128
H -6.009022 -0.066497 0.132897 0.0 0.0 0.0 0.104
N 0.342636 0.636545 2.986194 0.0 0.1 0.0 0.095
C -5.494042 -0.351763 -2.588406 0.0 0.0 0.0 -0.063
H -1.718634 3.612237 0.343906 0.0 0.0 0.0 0.077
C 2.460437 -1.409220 0.514555 0.0 0.0 0.1 -0.166
H 0.054530 5.745871 -1.374533 0.0 0.0 0.0 0.140
C 3.865823 1.930749 0.338759 0.0 0.0 0.0 -0.074
N -2.359785 0.239377 -2.359699 -0.1 0.0 -0.1 -0.291
H -3.223132 2.913545 0.953351 0.0 0.0 0.0 0.099
H -4.295839 -3.983997 -2.132256 0.0 0.0 0.0 0.122



28
Properties=species:S:1:pos:R:3:forces:R:3:lowdin_charge:R:1 method="wB97M-V/def2-TZVPD" lumo_ha=0.07957 homo_lumo_gap_ha=0.238 spin_multiplicity=1 total_charge=-1
N -0.781159 0.333796 1.679238 0.0 -3.0 1.7 0.033
O -1.911577 -1.429943 -0.546868 0.1 2.4 -0.6 0.007
O -6.693723 2.687526 2.326968 0.1 -0.3 0.4 0.036
C -2.934199 0.227833 0.662124 0.1 -0.7 -0.7 -0.123
N -4.848498 1.527122 -0.322578 1.9 -0.6 2.1 0.100
C 0.168511 -0.667899 1.579700 -0.5 -0.3 0.0 -0.539
O -2.280323 0.539664 -1.553706 0.4 -1.4 1.6 -0.002
N -2.283004 -0.220504 -0.546857 -2.1 -0.5 -0.4 -0.330
H 1.744404 1.671320 0.615920 0.1 0.1 0.2 0.115
O -0.032736 -1.861484 1.522466 0.6 0.6 0.4 0.078
C 1.323658 1.307883 1.554895 0.4 -0.7 0.3 -0.114
H 1.910689 1.680968 2.422276 -0.4 -0.3 -0.6 0.124
N -5.830107 2.102633 1.707765 2.6 -1.4 -1.3 -0.187
O -4.223465 -0.340555 5.012321 1.4 -0.6 0.3 -0.003
H -0.439757 2.164438 0.697936 -0.3 -0.1 0.6 0.125
N -4.876655 0.644840 4.371355 1.8 0.1 -3.5 0.114
C -2.274321 -0.328593 1.872706 2.1 1.0 -1.6 -0.057
C -4.063873 1.077531 0.717561 -0.5 -0.4 -2.5 -0.177
C -3.088691 -0.076181 3.068277 0.3 -1.3 2.5 -0.042
H -0.433060 2.248905 2.497101 0.0 0.0 -0.1 0.117
C -0.181915 1.623008 1.632911 -0.3 1.1 -0.5 -0.142
O -5.873479 2.182697 0.299159 -1.4 0.9 0.6 -0.025
O 1.424029 -0.142384 1.513502 -0.1 0.8 0.1 0.023
C -4.197966 0.771104 3.163329 -2.5 0.0 2.5 -0.122
C -4.684149 1.377368 1.955404 -1.6 1.6 0.4 -0.061
O -2.365682 -1.681463 4.719099 -0.4 0.3 -0.2 0.064
N -3.072872 -0.822355 4.244108 -0.7 1.9 -1.7 -0.155
H -1.901930 -1.384641 1.818907 -0.8 0.8 -0.1 0.144